(1)
Below is C9H6N2O5V as an isolated structure at a distorted geometry, with properties calculated with ωB97M-V with the def2-TZVPD basis set.

XYZ file:
```
23
Properties=species:S:1:pos:R:3:forces:R:3:mulliken_spin:R:1
V -0.020 -0.208 -0.930 -0.2 0.2 2.5 1.8854
O 1.852 -2.501 -1.229 -3.3 3.4 -2.1 0.1208
O -2.389 -2.006 -1.215 4.8 3.2 -2.3 0.1244
O -2.158 1.781 -1.389 4.9 -3.9 -1.7 0.1010
O -0.047 -0.372 -6.740 0.0 0.2 1.9 -0.0006
O 2.517 1.230 -1.374 -6.0 -2.8 -1.8 0.1077
N -0.051 -0.407 0.911 -0.2 -1.7 -0.4 -0.0221
N 0.026 0.179 3.014 -0.2 -0.7 -2.3 -0.0011
C 0.072 0.654 1.753 0.2 0.8 2.4 -0.0069
C -0.026 -0.252 -5.614 0.0 -0.2 -1.7 0.0092
C -0.151 -1.241 2.969 0.1 0.0 -0.2 -0.0302
C -0.192 -1.614 1.650 -0.1 0.2 0.9 0.0778
C -1.269 1.053 -1.615 -7.6 6.9 0.1 -0.0640
C 1.094 -1.676 -1.518 5.2 -6.0 1.8 -0.1129
C 1.479 0.725 -1.604 9.7 5.3 0.1 -0.0661
C 0.254 2.132 1.441 0.0 0.0 0.2 0.0044
C -1.455 -1.370 -1.512 -7.2 -5.2 2.1 -0.1143
H 0.101 0.787 3.833 -0.1 -0.4 0.1 -0.0001
H 0.285 2.338 0.316 0.0 -0.1 1.5 -0.0046
H -0.613 2.696 1.927 1.1 -0.5 -0.8 -0.0011
H -0.213 -1.822 3.902 0.0 0.3 -0.6 0.0026
H 1.226 2.481 1.932 -1.2 -0.3 -0.8 -0.0010
H -0.320 -2.586 1.092 0.2 1.2 1.2 -0.0083
```
Positions in Å, forces in eV/Å.

Output
Calculated total energy: -1774.9243 a.u.
HOMO (spin up / spin down): -21.4 / -21.4 eV
Lowest unoccupied orbital energy (spin up / spin down): -15.34 / -16.43 eV
2S+1: 3
Charge: +3
Kohn-Sham gap (spin up / spin down): 6.10 / 5.00 eV

***

(2)
Below is C9H7BCo2O6 as an isolated structure at a distorted geometry, with properties calculated with ωB97M-V with the def2-TZVPD basis set.

XYZ file:
```
25
Properties=species:S:1:pos:R:3:forces:R:3:mulliken_charge:R:1
Co -1.419 -0.033 0.460 -1.2 -2.6 0.3 0.1815
Co 0.078 0.026 2.479 0.2 -0.6 0.2 0.2659
O -3.198 -0.266 2.719 2.4 0.0 -0.8 -0.3841
O 2.744 1.110 2.825 -2.0 -1.1 -0.1 -0.3366
O -0.833 0.970 5.071 1.1 -1.0 -2.0 -0.3597
O -3.516 1.027 -1.265 2.1 -0.9 1.4 -0.3422
O 0.470 -2.883 2.247 -0.3 2.2 0.1 -0.3412
O -1.448 -2.679 -0.788 0.3 2.2 1.2 -0.3273
C 1.696 0.632 2.721 1.9 1.2 0.0 0.3483
C 0.155 0.896 0.814 1.6 1.9 -1.2 -0.2105
C -1.425 -1.660 -0.239 -1.1 -2.7 -1.3 0.1108
C -0.438 0.557 4.059 -1.9 1.6 3.0 0.2720
C -2.663 0.651 -0.573 -2.7 1.6 -1.1 0.1001
C 0.324 -1.735 2.310 0.5 -3.3 0.0 0.0331
C 0.776 0.075 -1.587 1.2 -0.9 -1.1 -1.2365
C -2.230 -0.184 2.070 -2.8 0.2 0.9 0.2076
C 0.179 0.090 -0.280 0.9 2.1 1.0 0.3760
B 2.031 0.295 -4.721 -2.1 0.1 3.7 0.2034
H 2.839 0.932 -4.060 0.2 -0.2 -1.4 -0.0509
H 0.390 1.964 0.800 0.2 -0.3 -0.2 0.5247
H 0.077 0.712 -2.104 -0.2 0.2 -0.7 0.3833
H 1.999 -0.906 -4.528 0.5 0.4 -1.2 -0.0479
H 1.781 0.521 -1.704 -0.4 -0.3 0.4 0.3363
H 0.767 -0.914 -2.083 -0.1 0.5 0.2 0.3480
H 0.864 0.799 -4.644 1.5 -0.3 -1.2 -0.0540
```
Positions in Å, forces in eV/Å.

Output
Calculated total energy: -3588.7827 a.u.
HOMO: -8.6 eV
Lowest unoccupied orbital energy: -1.09 eV
Relative energy (zero: lowest compared OMol25 entry of this formula, charge and spin): 11.7 kcal/mol
Kohn-Sham gap: 7.46 eV

***

(3)
Below is an isolated ion of composition C9H7ClN3O2 and charge -1 at a distorted geometry, with properties calculated with ωB97M-V with the def2-TZVPD basis set.

XYZ file:
```
22
Properties=species:S:1:pos:R:3:forces:R:3:mulliken_charge:R:1
Cl 1.000 2.802 0.292 -0.4 -0.2 0.2 -0.2277
O 2.810 -0.317 -2.554 1.5 -1.0 -2.7 -0.6813
O 3.362 0.538 -0.575 1.0 0.7 1.7 -0.6927
N -0.237 0.572 1.109 -1.6 -0.1 0.3 0.7699
N -1.015 1.637 -0.941 -0.1 2.4 1.6 -0.4115
N -1.447 0.663 1.807 2.0 1.2 -0.6 -0.9120
C -1.225 -0.742 -1.438 1.2 1.4 -1.5 -0.6925
C 1.119 0.017 -1.260 -1.9 1.4 1.5 0.1701
C 0.268 -0.820 -1.823 -1.0 3.6 3.0 -0.3687
C -1.604 0.706 -1.500 -2.3 -2.3 -0.9 -0.0038
C -1.230 -0.028 2.897 -1.1 -1.8 -0.7 -0.4069
C 2.622 0.130 -1.442 -1.4 -0.1 0.4 0.3070
C -0.039 -0.781 2.824 0.8 0.7 -0.4 -0.5596
C -0.008 1.369 -0.037 3.3 -2.2 -2.9 -0.1041
C 0.588 -0.319 1.707 -0.2 0.0 -0.1 0.0036
H -2.129 -0.232 3.438 -0.1 0.1 0.9 0.3990
H -1.777 -1.197 -2.271 -0.2 -0.8 1.2 0.4100
H 0.501 -1.535 3.340 -0.4 -0.4 1.2 0.4131
H -1.100 -1.087 -0.429 -1.4 -0.9 0.5 0.2332
H 1.539 -0.680 1.359 0.1 0.6 -0.6 0.3644
H -2.525 0.900 -2.113 1.0 0.3 0.2 0.3458
H 0.527 -1.597 -2.391 1.3 -2.7 -2.4 0.6447
```
Positions in Å, forces in eV/Å.

Output
Calculated total energy: -1122.0119 a.u.
HOMO: -4.3 eV
Lowest unoccupied orbital energy: 3.34 eV
Charge: -1
Relative energy (zero: lowest compared OMol25 entry of this formula, charge and spin): 87.5 kcal/mol
Kohn-Sham gap: 7.60 eV

***

(4)
Below is C9H7FeN2OS3Sb as an isolated structure, with properties calculated with ωB97M-V with the def2-TZVPD basis set.

XYZ file:
```
24
Properties=species:S:1:pos:R:3:forces:R:3:mulliken_spin:R:1
Sb -3.162 3.985 0.302 -0.1 0.2 0.0 0.0188
Fe -0.825 2.120 0.633 -0.1 0.1 0.2 4.0631
S -2.922 1.671 1.190 0.0 0.0 0.0 0.3773
S -3.461 3.680 -1.938 0.0 0.0 -0.1 0.0141
S -0.676 4.310 0.480 0.0 -0.1 0.0 0.3614
O 0.491 1.142 1.605 0.2 -0.2 0.2 0.0984
N -0.328 1.021 -1.029 -0.1 -0.2 -0.2 0.0330
N 0.147 -0.785 -2.147 0.0 0.0 0.1 0.0037
C 0.991 -2.214 0.267 0.0 0.0 0.0 -0.0092
C 0.650 -0.857 0.291 0.0 0.0 0.0 0.0186
C 0.789 -0.124 1.500 0.0 0.1 -0.1 0.0001
C 1.302 -0.807 2.623 0.0 0.0 -0.1 0.0231
C 1.638 -2.139 2.562 0.0 0.0 0.1 -0.0061
C -0.388 0.111 -3.052 0.0 0.0 -0.1 0.0002
C 1.482 -2.862 1.380 0.0 0.0 -0.1 0.0122
C -0.690 1.223 -2.343 0.0 0.1 0.1 -0.0036
C 0.161 -0.206 -0.923 0.1 0.0 0.1 -0.0044
H 1.729 -3.914 1.335 0.0 0.0 0.0 0.0012
H -0.519 -0.134 -4.090 0.0 0.0 0.0 -0.0001
H 0.476 -1.709 -2.350 0.0 0.0 0.0 -0.0013
H 0.855 -2.787 -0.644 0.0 0.0 0.0 -0.0006
H 2.021 -2.633 3.448 0.0 0.0 0.0 -0.0003
H 1.412 -0.238 3.537 0.0 0.0 0.0 -0.0003
H -1.172 2.143 -2.636 0.0 0.0 0.0 0.0006
```
Positions in Å, forces in eV/Å.

Output
Calculated total energy: -3230.6439 a.u.
HOMO (spin up / spin down): -3.8 / -4.0 eV
Lowest unoccupied orbital energy (spin up / spin down): 2.57 / 2.56 eV
2S+1: 6
Charge: -1
Relative energy (zero: lowest compared OMol25 entry of this formula, charge and spin): 0.0 kcal/mol
Kohn-Sham gap (spin up / spin down): 6.41 / 6.54 eV

***

(5)
Below is an isolated ion of composition C9H7IN and charge +1 at a distorted geometry, with properties calculated with ωB97M-V with the def2-TZVPD basis set.

XYZ file:
```
18
Properties=species:S:1:pos:R:3:forces:R:3:mulliken_charge:R:1
I 1.216 -3.536 0.066 0.2 0.7 0.0 0.2116
N -2.336 0.790 0.220 -0.3 0.5 0.0 -0.0086
C 2.371 0.725 -0.324 0.4 0.3 0.0 -0.5221
C 0.005 0.769 -0.021 0.3 0.5 -0.1 0.7838
C 1.234 1.486 -0.223 0.1 -1.1 0.1 -0.8548
C -1.266 -1.336 0.226 0.1 1.4 -0.1 -0.5503
C 1.217 -1.423 -0.034 0.0 1.0 0.0 -0.6061
C -0.001 -0.662 0.066 -0.5 -1.2 0.1 1.2884
C -2.401 -0.572 0.282 0.2 -1.1 0.1 -0.6209
C -1.212 1.478 0.069 0.8 -0.8 0.0 -0.3432
C 2.383 -0.703 -0.220 -0.4 -0.2 0.0 -0.2097
H -3.381 -1.040 0.379 0.2 0.5 0.0 0.3798
H -1.336 -2.422 0.297 0.1 0.4 -0.1 0.2502
H 3.325 1.231 -0.498 -0.3 -0.3 0.1 0.3738
H 3.332 -1.240 -0.296 -0.3 0.3 0.0 0.3628
H -1.220 2.569 -0.001 -0.3 -0.5 0.1 0.3956
H -3.205 1.311 0.295 0.1 -0.1 -0.1 0.2872
H 1.275 2.577 -0.284 -0.1 -0.5 0.0 0.3826
```
Positions in Å, forces in eV/Å.

Output
Calculated total energy: -699.3751 a.u.
HOMO: -12.5 eV
SMILES: Ic1cccc2c[nH+]ccc12
Lowest unoccupied orbital energy: -4.77 eV
Charge: +1
Relative energy (zero: lowest compared OMol25 entry of this formula, charge and spin): 0.0 kcal/mol
Kohn-Sham gap: 7.73 eV

***

(6)
Below is C9H7N2OSbSe6Te2W as an isolated structure at a distorted geometry, with properties calculated with ωB97M-V with the def2-TZVPD basis set.

XYZ file:
```
29
Properties=species:S:1:pos:R:3:forces:R:3:mulliken_spin:R:1
W 0.251 -0.262 -0.034 -1.7 0.7 -1.9 0.8376
Te 1.911 1.865 -1.054 0.3 1.4 -0.2 -0.0131
Te 3.341 3.391 0.528 -0.3 -0.1 -0.2 -0.0635
Sb 1.444 -2.433 0.975 0.2 -2.1 1.0 -0.0277
Se 0.221 -4.435 2.512 0.4 0.1 0.1 0.5561
Se 2.809 -0.377 -0.093 1.4 0.0 0.8 0.2328
Se -0.506 2.107 -0.321 0.1 0.3 -0.1 0.1713
Se 0.162 -1.120 -2.140 -0.1 0.1 0.6 -0.3195
Se 2.237 -4.132 -0.442 0.2 -0.5 -0.5 0.3974
Se 2.322 -3.655 3.135 -0.6 0.4 -0.2 0.1903
O -1.657 -0.716 0.242 0.2 0.0 0.6 0.0254
N -0.573 -0.367 4.191 0.1 0.0 0.0 0.0002
N 0.157 0.334 2.252 -0.1 -0.9 -0.2 0.0009
C -2.604 -0.362 1.103 0.2 0.0 0.1 -0.0052
C -0.920 -0.073 2.922 -0.2 0.1 0.1 -0.0118
C 0.780 -0.158 4.341 -0.1 0.1 0.0 -0.0025
C -2.307 -0.109 2.449 0.0 0.1 0.0 0.0027
C -3.356 0.161 3.331 0.0 0.0 0.0 -0.0085
C -4.663 0.215 2.888 0.0 0.0 0.0 0.0118
C -4.938 0.007 1.539 0.0 0.0 0.0 -0.0030
C 1.219 0.272 3.136 0.1 0.3 -0.1 0.0012
C -3.922 -0.287 0.651 -0.1 0.0 0.2 0.0221
H -5.461 0.434 3.584 0.0 0.0 0.0 0.0006
H -3.141 0.360 4.375 0.0 0.1 0.0 -0.0002
H -1.198 -0.739 4.887 0.0 0.0 0.0 -0.0005
H 2.207 0.585 2.841 0.0 -0.1 0.0 0.0010
H -4.114 -0.468 -0.398 0.0 0.0 0.0 0.0010
H -5.957 0.072 1.180 0.0 0.0 0.0 -0.0006
H 1.292 -0.309 5.274 0.0 0.0 0.0 0.0039
```
Positions in Å, forces in eV/Å.

Output
Calculated total energy: -15783.9168 a.u.
HOMO (spin up / spin down): -7.6 / -7.5 eV
Lowest unoccupied orbital energy (spin up / spin down): -1.89 / -2.76 eV
2S+1: 3
Relative energy (zero: lowest compared OMol25 entry of this formula, charge and spin): 57.1 kcal/mol
Kohn-Sham gap (spin up / spin down): 5.74 / 4.76 eV

***

(7)
Below is C9H7NO in the gas phase at a distorted geometry, with properties calculated with ωB97M-V with the def2-TZVPD basis set.

XYZ file:
```
18
Properties=species:S:1:pos:R:3:forces:R:3:mulliken_charge:R:1
O 2.424 1.088 0.108 -0.8 -0.2 -2.3 -0.4372
N 0.057 1.420 -0.660 -0.2 0.0 -2.6 -0.5897
C 1.277 -0.905 0.250 -1.8 -3.4 -1.3 0.2531
C -1.412 -0.184 -0.210 -1.4 0.8 -0.3 0.5200
C 0.654 -1.024 -1.101 -0.2 1.2 2.2 -0.9262
C 0.094 -1.926 0.035 2.0 0.0 0.1 -0.2903
C -1.182 -1.314 0.443 2.2 0.1 -3.3 -0.8314
C -0.220 0.194 -0.979 -1.6 -0.2 0.6 0.6947
C 1.573 0.253 0.763 4.5 0.5 4.4 -0.4077
C -2.003 1.067 0.318 -1.3 -0.9 -1.3 -0.6013
C -1.053 1.929 0.003 2.2 1.9 0.7 -0.4184
H -0.814 2.900 0.408 -1.0 0.6 -0.3 0.4268
H 1.121 -1.411 -1.942 0.6 -0.6 -1.5 0.4767
H 1.748 0.418 1.879 -1.0 -0.1 -1.5 0.3077
H -3.034 1.401 0.433 0.3 -0.7 0.9 0.3497
H 0.365 -3.043 0.111 -0.6 2.0 -0.2 0.3500
H 2.219 0.926 -0.887 0.7 0.8 2.3 0.4230
H -1.813 -1.790 1.027 -2.7 -1.8 3.5 0.7004
```
Positions in Å, forces in eV/Å.

Output
Calculated total energy: -476.9033 a.u.
HOMO: -8.2 eV
SMILES: O/C=C1/[C@H]2C=C3C=CN=C3[C@@H]12
Lowest unoccupied orbital energy: -0.10 eV
Relative energy (zero: lowest compared OMol25 entry of this formula, charge and spin): 160.7 kcal/mol
Kohn-Sham gap: 8.14 eV

***

(8)
Below is C9H7NO2 as an isolated structure at a distorted geometry, with properties calculated with ωB97M-V with the def2-TZVPD basis set.

XYZ file:
```
19
Properties=species:S:1:pos:R:3:forces:R:3:mulliken_charge:R:1
O 1.290 -1.766 0.298 2.3 1.8 0.2 -0.3729
O 3.487 -1.621 -0.265 -3.9 3.1 1.4 -0.6313
N 0.736 2.438 0.106 2.3 3.7 2.1 -0.6108
C -1.458 0.743 -0.101 1.0 -0.9 0.3 -0.3253
C 0.101 -1.177 0.371 -0.1 2.5 0.4 0.1300
C 2.314 0.486 -0.139 -2.1 2.4 1.7 -0.7007
C 2.454 -0.921 -0.002 3.3 -4.9 -1.8 0.3396
C 1.079 1.069 0.259 0.6 0.1 -2.0 0.6846
C -2.317 -1.452 -0.046 -0.8 -4.0 -1.2 -0.3367
C -0.982 -1.920 0.238 -4.2 -4.9 -1.2 -0.0864
C -0.136 0.212 0.415 -1.1 2.1 -2.6 0.3568
C -2.614 -0.148 -0.216 3.5 3.3 0.8 -0.5157
H 1.627 3.248 -0.318 -3.4 -3.7 2.2 0.2872
H 3.186 1.163 -0.355 -0.9 -1.2 0.2 0.2705
H -1.506 1.771 -0.647 0.2 -1.8 1.8 0.3085
H -3.538 0.356 -0.386 -0.7 -0.4 -0.6 0.4383
H -3.156 -2.260 -0.481 2.4 2.0 1.8 0.1654
H 0.268 2.847 1.103 1.7 -1.4 -3.8 0.3405
H -0.836 -3.069 0.166 -0.2 2.1 0.2 0.2582
```
Positions in Å, forces in eV/Å.

Output
Calculated total energy: -552.2649 a.u.
HOMO: -8.8 eV
Lowest unoccupied orbital energy: -0.43 eV
Relative energy (zero: lowest compared OMol25 entry of this formula, charge and spin): 101.9 kcal/mol
Kohn-Sham gap: 8.36 eV

***

(9)
Below is C9H8BrIO as an isolated structure at a distorted geometry, with properties calculated with ωB97M-V with the def2-TZVPD basis set.

XYZ file:
```
20
Properties=species:S:1:pos:R:3:forces:R:3:mulliken_charge:R:1
I -4.120 0.130 2.321 -0.3 -0.1 0.4 0.1683
Br -2.779 -2.389 0.717 0.0 -0.6 -0.4 -0.1063
O -1.697 1.481 1.387 0.6 -0.5 -0.7 -0.3746
C -0.922 0.381 -1.730 -0.9 -0.7 -1.2 -0.3368
C -0.458 0.592 -0.446 -2.4 -0.9 2.4 0.7771
C 1.171 1.323 -2.497 0.6 -0.1 -1.1 -0.3505
C 0.731 1.225 -0.122 -0.8 -0.3 -3.7 -0.5956
C -1.647 -1.483 3.131 0.3 3.1 1.6 -1.0627
C -0.096 0.742 -2.751 2.7 0.4 -2.0 -0.2244
C -2.352 -0.967 1.920 0.1 1.5 -2.2 -0.0722
C -1.422 0.457 0.837 -0.4 0.1 1.4 0.0629
C 1.559 1.653 -1.159 0.3 -0.6 -0.4 -0.4942
H -2.218 -2.103 3.885 0.1 1.3 -0.8 0.3241
H -1.838 -0.056 -2.189 0.2 0.1 1.8 0.2902
H -1.078 -0.507 3.556 -1.4 -2.5 -0.3 0.2613
H 2.478 2.141 -0.759 -0.5 -0.3 -1.3 0.2881
H 0.952 1.455 0.842 0.6 0.5 2.6 0.5315
H 1.776 1.362 -3.497 -0.6 0.6 2.5 0.2302
H -0.262 0.484 -3.861 -0.3 0.5 2.0 0.2605
H -0.942 -2.142 2.771 2.0 -1.3 -0.7 0.4233
```
Positions in Å, forces in eV/Å.

Output
Calculated total energy: -3294.5667 a.u.
HOMO: -8.9 eV
Lowest unoccupied orbital energy: 0.29 eV
Relative energy (zero: lowest compared OMol25 entry of this formula, charge and spin): 58.6 kcal/mol
Kohn-Sham gap: 9.21 eV

***

(10)
Below is an isolated ion of composition C9H8BrN2 and charge +1 at a distorted geometry, with properties calculated with ωB97M-V with the def2-TZVPD basis set.

XYZ file:
```
20
Properties=species:S:1:pos:R:3:forces:R:3:mulliken_spin:R:1
Br 2.561 0.777 2.046 0.0 -0.4 -0.4 0.1328
N -1.618 -0.935 0.747 0.1 -2.7 2.1 0.3490
N 0.037 0.283 -0.218 -2.3 2.1 -1.7 -0.0176
C -1.810 1.936 -1.451 1.9 1.2 -1.0 0.1468
C -1.373 0.056 -0.040 0.9 3.4 -2.7 -0.0032
C -0.405 2.134 -1.601 -1.9 0.6 -0.5 0.0362
C 0.488 1.315 -0.999 0.2 -1.0 0.8 0.1707
C -0.308 -2.472 2.054 -0.1 -1.2 1.1 0.4773
C 0.711 -0.599 0.497 -1.1 -3.6 2.6 0.4859
C 2.150 -0.663 0.691 0.0 0.6 0.3 -0.0149
C -0.446 -1.457 1.189 1.7 3.0 -2.4 0.0484
C -2.287 0.913 -0.697 0.5 -2.1 1.6 0.1251
H 0.651 -2.819 2.400 0.1 0.0 0.0 0.0246
H -2.485 2.612 -1.950 -0.1 0.1 0.0 0.0049
H -1.189 -2.958 2.442 -0.1 0.0 0.0 0.0091
H 2.730 -0.411 -0.196 0.0 0.0 0.1 0.0127
H 2.483 -1.604 1.122 -0.1 0.1 0.0 0.0005
H -0.051 2.956 -2.202 0.1 0.0 0.0 0.0044
H 1.555 1.441 -1.090 0.1 0.0 0.1 0.0052
H -3.338 0.723 -0.559 -0.1 0.0 0.0 0.0023
```
Positions in Å, forces in eV/Å.

Output
Calculated total energy: -3030.9382 a.u.
HOMO (spin up / spin down): -11.7 / -14.1 eV
Lowest unoccupied orbital energy (spin up / spin down): -4.18 / -7.50 eV
2S+1: 3
Charge: +1
Kohn-Sham gap (spin up / spin down): 7.50 / 6.58 eV

***

Look up the calculated total energy of the fifth one.
-699.3751 a.u.

***

Which of these has the lowest calculated total energy?
C9H7N2OSbSe6Te2W

***

calculated total energy of number 9 (C9H8BrIO)?
-3294.5667 a.u.